Entry 1:
90
Properties=species:S:1:pos:R:3:mulliken_charge:R:1 method="wB97M-V/def2-TZVPD" spin_multiplicity=1 charge=0 relative_energy_ev=0.950 mol_weight_g_mol=697.18 lumo_ev=-0.11
C 2.15123 -0.92558 3.84175 -0.703
C 2.51329 -1.65220 -4.56685 -0.425
H 1.42938 0.96884 -0.82493 -0.049
H 3.45739 -1.37837 -5.08082 0.411
H 2.86146 -1.92271 -3.67560 0.351
C -6.89675 -1.10316 0.59088 0.871
N 0.47271 1.21301 -4.05916 0.309
C 4.31096 3.49026 -1.37710 -0.425
H 6.75074 1.03333 -2.50121 0.077
H 0.75725 -3.01486 -4.50483 0.314
C -6.18974 0.15538 0.79946 -0.774
H -2.23848 2.99747 1.37170 0.217
H 3.77447 -1.89807 4.77330 0.417
H 3.45241 0.95772 -5.44008 0.310
H 4.27511 4.74241 -1.01337 0.107
O 0.33410 0.13881 2.55016 -0.339
H -4.37628 1.16483 0.26362 0.704
O -8.10757 -1.27106 1.16147 -0.533
H -0.53933 -5.27089 2.46333 0.219
H -4.18970 5.63354 2.96373 0.347
C 3.26500 2.64264 -1.23037 -0.056
C 2.38369 0.90874 -5.03383 -0.322
C -4.27451 -0.88308 -0.50878 0.174
H 0.74175 -3.53373 -1.97379 0.432
H -6.45878 0.99844 1.46413 0.317
C 0.22084 -3.12732 -0.17100 0.544
O -4.24280 3.49786 6.82598 -0.591
H 2.41194 1.67154 1.44909 0.238
H -0.18831 -1.07052 -0.10606 0.066
C -0.34353 -5.15367 1.35091 -0.509
C -4.76592 0.22350 0.17605 -0.397
C 5.62397 1.59707 -2.12328 -0.440
H -0.33048 2.95574 -3.26115 0.341
H -3.12136 1.41316 3.17777 0.843
O 0.14998 -1.86238 -0.54254 0.094
H 6.43280 -0.65261 2.95915 0.339
H -4.38503 -2.70395 -1.04804 0.488
C -0.67892 1.99062 -3.52003 -0.785
H 0.88678 -6.22363 -1.63823 0.288
C 1.69321 0.06027 2.85676 -0.001
C -3.97102 3.47270 5.53909 0.736
O 5.83161 -0.47010 3.75986 -0.581
O -2.89146 3.52790 1.57335 -0.395
C 0.74975 -0.12732 -3.96190 0.060
O -3.00251 -0.86747 -0.89769 -0.224
N 1.87077 -0.32355 -4.53512 0.219
C 4.53507 0.71886 -1.84989 -0.304
O -0.03998 -7.36894 0.69072 -0.562
H -4.88368 5.46710 5.18875 0.293
H -1.46697 2.14314 -4.42663 0.271
C 0.56951 -5.54201 -0.81330 -0.517
H 4.65522 -0.42197 -2.02506 0.322
C -6.34402 -2.20617 -0.18919 -0.775
H 2.29671 -3.68564 -5.30204 0.315
C 1.42832 1.84490 -4.81578 -0.625
C -3.43466 2.31233 5.03270 -0.974
H 0.16921 0.77984 1.78935 0.053
O 6.65738 3.75292 -2.04023 -0.551
Cl -0.88922 1.45170 0.15257 -0.976
H -3.40495 1.39976 5.48805 0.375
C 4.11314 0.66063 2.38732 -0.544
H -8.64067 -0.62462 1.59953 0.313
H 1.42522 -1.43553 4.23187 0.658
H 7.09203 4.01600 -1.21660 0.366
C -3.87780 4.68884 3.44650 -0.538
H -0.06766 -0.81763 -3.43643 0.179
H -4.31951 2.65324 7.42897 0.337
C 4.51333 -0.33413 3.45458 0.411
C 2.64516 0.77708 2.13956 0.451
H 0.96361 -2.51819 -6.21443 0.309
H 2.20121 3.05847 -0.87896 0.194
H -0.63714 -3.07130 1.98327 0.447
C -0.21784 -3.59045 1.14528 -0.445
H -2.56463 -0.19824 -0.54948 -0.003
C -5.06294 -2.02535 -0.70124 -0.499
C 3.52675 -1.09067 4.14024 -0.693
C -3.27634 3.50500 2.82242 0.307
C 0.61728 -4.10191 -1.10071 -0.629
C 0.00098 -6.06622 0.41415 0.389
C 5.64345 2.97910 -1.95577 0.286
H 0.38842 -7.56926 1.51391 0.335
H -6.79322 -3.24500 -0.36118 0.281
C 1.57960 -2.75640 -5.17701 -1.076
C -4.30770 4.56624 4.79587 -0.504
C 3.32770 1.29384 -1.53867 0.707
H -1.12368 1.56008 -2.62903 0.207
C -3.20383 2.32584 3.51486 -0.478
O 2.22115 0.51262 -1.28354 -0.231
H 4.92182 1.38026 1.91903 0.259
H 1.45405 2.80226 -5.09010 0.579

***

Entry 2:
78
Properties=species:S:1:pos:R:3:mulliken_charge:R:1 method="wB97M-V/def2-TZVPD" spin_multiplicity=1 charge=+1 relative_energy_ev=0.000 mol_weight_g_mol=950.81 lumo_ev="-4.67 / -4.71"
H -4.20406 -3.45210 0.43590 0.479
H 5.09621 0.59987 0.69428 0.458
H 1.44043 5.54557 -0.42270 0.427
F 0.26978 -2.50567 -1.76516 -0.243
C -3.81621 -2.78977 -0.32383 -1.077
C 2.05404 -3.16667 0.63261 0.404
F 0.93104 -4.53960 -1.50196 -0.274
H 5.61474 -1.40294 5.18517 0.411
C 4.24263 -0.62404 3.73914 -0.053
F -1.11421 -4.00615 -1.09195 -0.246
C -0.05340 -4.35003 1.43308 0.421
C 0.47904 3.61252 -0.49693 -0.025
C 5.22665 0.16381 1.67550 -0.411
C -2.70998 -1.04856 -2.14473 0.188
C -1.61681 1.39701 2.63168 0.714
C -2.75780 -0.00506 -4.34802 -0.940
H -4.83953 2.41748 0.86564 0.509
C 0.11794 2.66415 -2.55135 0.315
H -4.17828 -0.79439 -5.74026 0.410
H -0.36633 0.62111 -5.24479 0.751
C 1.25913 4.78552 -2.41774 -0.652
H -0.12090 2.36149 4.91111 0.366
H -2.50232 2.14083 4.44478 0.497
C 6.48051 -0.17610 2.14562 -0.654
H -2.94062 1.37075 -0.34686 0.375
C -4.26448 -2.82345 -1.61488 -0.932
C -3.75741 -0.89228 -4.74907 -1.018
C -0.06907 1.29441 4.68826 -1.887
C 0.62497 2.51899 -5.30164 -0.984
H -0.82867 0.79395 5.29100 0.416
F -1.38142 -4.23373 1.55508 -0.219
C 1.03105 3.62793 -4.60298 -0.799
N -1.76072 1.17629 1.31576 0.666
H 1.56714 4.43048 -5.09254 0.416
C -2.88695 1.54742 0.72034 -0.310
H 0.41309 3.50989 0.58254 0.424
O 2.57487 0.72393 0.81698 -0.708
F 0.46130 -4.25673 2.65916 -0.245
F 0.20179 -5.57813 0.97103 -0.263
C 6.61719 -0.73803 3.41026 -0.337
C -3.72557 -1.92844 -2.56328 0.878
C -0.31970 1.04156 3.23800 0.242
N -1.18010 0.69089 -2.60793 0.543
H 7.35442 -0.00766 1.53132 0.419
C -0.44194 1.57831 -3.32329 -0.180
C 5.50228 -0.96107 4.20441 -0.867
H -2.48971 0.79969 -5.01890 0.772
N 0.57403 0.57868 2.43158 1.087
C 1.09020 4.74732 -1.06108 -1.088
C -2.80842 -1.87257 0.00550 -0.343
C 0.15417 -3.60046 -0.97597 0.466
H -2.40795 -1.84163 1.01012 0.515
C -2.63332 1.97204 3.38678 -0.857
C -4.21734 -1.86273 -3.89230 -0.853
H 0.90972 0.91838 4.96895 0.375
F 2.66542 -4.34216 0.50438 -0.279
H 7.59908 -1.00992 3.77468 0.406
F 2.54212 -2.34576 -0.31752 -0.270
H 1.75395 5.61937 -2.89960 0.441
C 0.79686 3.70894 -3.20706 0.670
C 2.77879 0.30675 1.94202 0.081
H 0.86084 2.41744 -6.35197 0.407
C 0.50367 -3.23018 0.50306 0.902
C -3.81755 2.33685 2.76236 -0.681
C -2.15308 -0.09166 -3.08404 0.130
N -2.27067 -1.04203 -0.86550 0.671
N 1.70999 0.10334 2.87331 -0.685
C 4.10118 -0.05768 2.47173 0.582
O -0.03570 -2.04673 0.85469 -0.824
C -3.94494 2.13325 1.40073 -1.095
H -4.99066 -2.55517 -4.19766 0.438
H 3.36814 -0.81474 4.34389 0.416
H -4.61988 2.78366 3.33334 0.430
F 2.41006 -2.64798 1.80795 -0.200
N -0.00970 2.62184 -1.20569 0.188
Pb 0.00266 -0.00698 -0.22911 1.958
H -5.03752 -3.51585 -1.92351 0.442
C -0.10816 1.50314 -4.67192 -0.607

***

Entry 3:
58
Properties=species:S:1:pos:R:3:mulliken_charge:R:1 method="wB97M-V/def2-TZVPD" spin_multiplicity=1 charge=+1 relative_energy_ev=0.088 mol_weight_g_mol=346.54 lumo_ev=-2.07
H 2.11335 -1.28377 2.23651 0.352
C 0.83315 -3.16175 3.74418 -0.485
H -2.05832 -2.80749 2.07565 0.449
C -0.35393 -1.67619 1.34619 -0.038
C -2.70665 -0.83839 1.48782 -0.353
H -2.01799 -2.52599 0.33930 0.537
C -1.08370 -1.23042 -2.10538 -0.572
H 1.66839 -3.07812 3.04925 0.243
H 1.83828 2.10029 -6.54196 0.399
H -2.89398 0.78440 2.89993 0.501
H -0.81014 -4.52479 4.09813 0.339
C -0.99133 1.53042 -1.97042 -0.240
C 1.43687 -0.44856 2.43031 -0.559
C 0.19669 0.80871 -1.99145 0.256
C 0.13703 -0.57717 -2.05454 0.022
H 1.75334 4.56604 -6.40272 0.395
C 1.54016 0.50427 1.34331 -0.254
C 1.61438 4.58000 -4.26796 -0.793
H -0.36625 -4.39460 2.39323 0.263
H -1.03806 -2.13905 3.97665 0.369
C 1.56151 3.81848 -3.11124 -0.019
H 1.48820 4.32888 -2.16280 0.367
H 0.65505 -5.28803 3.50547 0.417
H -0.15161 -0.99017 0.51754 -0.381
H -0.96206 2.60995 -1.95046 0.471
H 1.26844 -3.30558 4.73425 0.474
H 1.05325 -1.15080 -2.08458 0.451
H 2.32364 0.77480 -2.05699 0.594
C 1.52872 1.52495 -1.97014 0.154
H 1.57800 5.65680 -4.19718 0.401
H 0.93942 3.00711 -0.48528 0.421
H -3.12598 1.45279 -2.00021 0.444
H -1.11182 -2.30774 -2.18178 0.495
C -2.26136 -0.50366 -2.07824 -0.528
C -1.82527 -2.06799 1.30919 -0.949
C 0.00236 -1.87031 3.79646 -0.433
H -2.61879 -0.77912 3.64454 0.315
C 1.71825 2.25433 -0.62681 -0.999
H 2.69222 2.74852 -0.60657 0.577
C -0.85750 0.19012 2.81725 -0.444
H 1.73543 0.03117 3.36738 0.379
H -0.64910 0.89770 2.01061 0.252
C -2.34185 -0.15003 2.79740 -0.857
C 1.71031 1.82878 -4.42866 -0.338
H 0.28240 -2.55312 1.22502 0.502
C 1.71280 3.96967 -5.50442 -0.463
C 1.76051 2.58751 -5.58194 -0.741
H -0.58499 0.65785 3.76590 0.356
C 1.64129 1.31690 0.46514 -0.091
H -2.55169 -0.15423 0.65127 -0.021
H 0.33649 -1.26010 4.63879 0.445
C 1.61220 2.43417 -3.17942 -0.292
H -3.21367 -1.00963 -2.12677 0.466
N 0.04369 -0.98024 2.59921 0.182
C -2.21107 0.87962 -2.00845 -0.956
H 1.74570 0.75033 -4.49315 0.394
C 0.02197 -4.41045 3.40779 -1.282
H -3.75642 -1.12705 1.49589 0.403

***

Entry 4:
67
Properties=species:S:1:pos:R:3:mulliken_charge:R:1 method="wB97M-V/def2-TZVPD" spin_multiplicity=1 charge=0 relative_energy_ev=2.411 mol_weight_g_mol=463.58 lumo_ev=0.26
C 4.50329 -1.56706 -0.11291 -0.170
H 7.67324 -3.59564 0.86439 0.232
C -2.56158 0.82431 -2.49647 -0.008
H -5.92575 -0.58822 1.06647 0.413
H -3.29463 3.13468 1.19605 0.648
H 2.87539 1.29357 -0.86668 0.584
C -1.40048 0.22544 -1.97763 0.607
H -4.57024 1.48537 2.49502 0.360
C -1.60497 0.37414 1.90271 0.093
H -3.43754 -0.73557 -0.39166 0.120
H -0.79496 0.16367 2.60522 0.668
H 6.37254 -3.66912 -0.34901 0.354
O -2.43751 -3.19189 -2.11503 -0.712
C -4.69652 -2.35792 -0.61244 -0.898
C -4.85546 -2.43934 0.90772 -0.602
C -0.28950 2.39402 -2.11278 -0.072
C 6.69199 -3.20963 0.59286 -0.909
H 8.64399 2.18162 0.34670 0.228
H -5.72290 -3.05886 1.14047 0.405
H -5.29795 -1.18357 2.61433 0.317
C -1.29640 -1.15048 -1.61897 0.538
H -5.07456 1.45448 0.78370 0.483
C -2.47069 -2.08503 -1.61194 -0.307
H -3.97572 -2.92367 1.33312 0.290
C 1.02947 -0.76166 -1.09808 0.470
C 6.00692 0.31723 -0.00960 0.899
H 0.60446 2.98118 -1.96950 0.467
H 7.00617 2.69133 0.82627 0.355
C 7.58370 2.08933 0.11612 -0.920
H -3.10748 -0.26488 3.30749 0.461
H 4.30962 -2.62538 -0.02160 0.404
N 0.93618 0.52238 -1.35753 -0.345
H -1.47808 4.00478 -2.83057 0.409
C -4.25405 1.23019 1.46994 -1.344
H 5.11075 2.20662 -0.46352 0.376
H -5.58921 -1.89667 -1.05160 0.292
H -1.07935 3.66319 1.82755 0.354
C -1.44251 2.95137 -2.59383 -0.543
H -2.55649 -1.52921 2.17880 0.407
C -0.08845 -1.63851 -1.21419 0.158
H 2.18250 -2.30742 -0.53677 0.122
H -4.56784 -3.35442 -1.04340 0.485
N -3.53717 -1.57446 -0.96375 -0.020
N -3.91647 -0.17823 1.35587 0.554
O 7.28833 0.72177 0.23467 -0.437
H 0.01165 -2.68318 -0.95703 0.460
H 5.97501 -3.46281 1.38180 0.349
N 2.20483 -1.30674 -0.67614 -0.033
H -3.43505 0.21373 -2.66949 0.505
O 6.85377 -1.82088 0.46434 -0.446
C 4.95585 1.14477 -0.36087 -0.482
H -0.38169 2.46347 0.71291 0.147
H -0.01114 2.39672 2.45145 0.354
C -5.06257 -1.06054 1.54375 -0.882
C 5.77125 -1.07013 0.11620 0.802
C -3.04086 2.07665 1.09763 0.341
H -2.77007 1.88081 0.04482 -0.445
N -1.93881 1.78221 1.99364 -0.294
C -2.58120 2.16134 -2.79803 -0.876
C -0.78931 2.61887 1.72287 -0.843
C -2.81978 -0.47342 2.26303 -1.370
H 7.40198 2.45603 -0.90004 0.358
C 3.44858 -0.71851 -0.46984 -0.511
H -1.26018 0.10595 0.88808 -0.381
C -0.23284 1.01882 -1.80666 -1.274
C 3.68371 0.64052 -0.59027 -1.162
H -3.47718 2.61248 -3.19814 0.418

***

Entry 5:
12
Properties=species:S:1:pos:R:3:mulliken_charge:R:1 method="wB97M-V/def2-TZVPD" spin_multiplicity=1 charge=0 relative_energy_ev=6.582 mol_weight_g_mol=116.04 lumo_ev="-2.52 / -2.90"
H 0.11929 -0.55383 -3.23801 0.227
H 0.93239 -1.31320 2.03164 0.288
C 0.41410 -0.45136 2.32534 -1.020
C 0.03899 0.37785 1.18807 0.656
P -1.50825 0.82076 0.58106 0.019
H -1.55427 0.18419 -3.64728 0.184
H 1.08112 0.07462 3.01804 0.305
P 2.03073 1.10146 -0.87563 -0.175
C 1.07806 0.80646 0.38318 -0.410
H -0.57474 -0.66713 2.88469 0.324
C -0.87505 -0.23391 -2.81218 -0.407
H -1.18238 -0.14592 -1.83891 0.009

***

Entry 6:
74
Properties=species:S:1:pos:R:3:mulliken_charge:R:1 method="wB97M-V/def2-TZVPD" spin_multiplicity=3 charge=+2 relative_energy_ev=0.038 s2=2.03 mol_weight_g_mol=680.50 lumo_ev="-6.30 / -5.94"
N -0.10407 0.17647 -2.05301 0.870
H 1.78734 -2.26394 0.11063 0.424
C -2.28537 4.50316 2.38745 -0.646
H -1.90855 0.93789 -2.82382 0.266
H 2.77472 -0.66277 3.80425 0.396
H 0.58562 2.64839 -2.41286 0.271
C 4.16009 -0.38360 -3.17767 -0.450
C 2.67247 0.58462 2.07691 -0.751
H 3.75224 -0.09996 0.39703 0.727
C 0.97284 -2.87306 -0.25247 0.181
C -0.83232 1.11875 -2.90970 -1.050
C 2.20552 -0.06533 -1.59860 1.292
H -5.40716 -1.15505 1.02545 0.478
H -2.24931 2.83816 -1.30478 0.448
H 0.92173 -1.87487 1.72932 -0.757
H 2.11750 -4.67222 -0.22322 0.531
H 3.24002 -1.47315 2.33922 0.470
C -0.01279 -0.46803 3.03772 -0.905
C -1.73719 4.49284 3.66673 -0.546
H -0.55894 0.95604 -3.95252 0.793
C -2.00870 3.68308 1.31804 -0.917
W -0.28664 0.06293 -0.07333 -0.892
H -2.99426 5.29635 2.17957 0.413
H 3.23056 1.57434 0.27958 0.583
H 0.23898 0.01658 3.97614 0.373
C 0.09379 -4.98049 -0.90461 -0.598
C 2.50268 -0.77658 2.75227 -1.208
C -0.50783 2.30961 3.59037 -0.281
O -2.43316 -0.11481 0.18513 -0.547
C -3.39529 -0.90937 0.29005 0.539
C 2.90817 0.57141 0.57770 -1.521
N -3.44942 -2.00175 -0.45974 0.014
H -2.53477 3.95414 0.41484 0.421
H 2.08068 -1.93635 -5.38835 0.409
H 0.05184 1.69582 4.27798 0.265
H 0.24724 -1.02305 -4.26783 0.413
N -0.77677 2.09072 -0.00170 0.266
C -1.16189 2.90622 -1.16547 -1.093
C -0.69645 1.76943 2.32207 1.290
H 3.58713 1.03124 2.47534 0.540
H 1.08331 -2.23927 3.41345 0.723
C 1.20395 -0.88225 -3.77553 -0.297
C 1.11604 -1.41591 2.69656 0.557
C 3.63570 -1.16378 -4.23317 -0.603
C 1.15701 -4.22846 -0.44201 -1.233
H -2.00003 5.30916 4.32625 0.382
C 3.55469 0.09896 -2.05533 -1.239
H -4.14936 -0.96281 2.25908 0.287
N -0.18517 -2.23192 -0.49305 0.133
H -0.93351 3.95039 -0.94126 0.821
C -2.45301 -2.26181 -1.49057 -0.998
H 1.87836 1.27757 2.34696 0.161
H -1.92939 -4.86770 -1.61753 0.545
C 2.31823 -1.37677 -4.49172 -0.796
H -4.24465 -2.61456 -0.37034 0.300
N 1.81790 0.17113 -0.35117 0.594
H -2.92201 -2.88546 -2.24827 0.717
H -4.65714 0.43701 1.31621 0.313
H -0.92996 -1.03419 3.23022 0.250
N -0.30654 0.50424 1.96803 0.617
H -0.55500 3.66901 5.17802 0.390
C -1.14436 2.56874 1.19107 0.917
C -4.48405 -0.63557 1.27277 -1.423
H -0.85249 3.24450 -3.22827 0.484
C -1.19775 -2.95829 -1.01400 0.909
C -1.08794 -4.32530 -1.20790 -0.830
H -2.18913 -1.31597 -1.96254 -0.436
H 5.21514 -0.14798 -3.25987 0.422
H 4.35191 -1.56255 -4.93991 0.410
C -0.90902 3.51869 4.16484 -1.013
C 1.12397 -0.28447 -2.55061 0.644
C -0.50055 2.53551 -2.47668 -1.174
H 4.19940 0.67492 -1.40893 0.509
H 0.18515 -6.04859 -1.04887 0.445

***

| no. | energy (hartree) |
| --- | --- |
| 1 | -2718.0948 |
| 2 | -2956.7800 |
| 3 | -1026.3218 |
| 4 | -1510.0660 |
| 5 | -838.4143 |
| 6 | -1635.1764 |